Entry 1:
Formula: C20H30N4O4
Source: the OMol25 dataset
Level of theory: ωB97M-V with the def2-TZVPD basis set

Structure (XYZ):
```
58
Properties=species:S:1:pos:R:3:forces:R:3
C 0.4881 7.2913 -1.5685 0.00 0.00 0.00
O 0.7545 5.9196 -1.3675 0.00 0.00 0.00
C 0.8768 5.1410 -2.4866 0.00 0.01 -0.01
C 0.7491 5.5993 -3.7916 0.00 0.00 0.01
C 0.9157 4.7209 -4.8502 0.00 -0.02 -0.01
C 1.2117 3.3724 -4.6571 -0.01 0.02 0.01
N 1.3270 2.5154 -5.7400 -0.01 -0.01 0.00
C 1.3142 2.9113 -3.3314 -0.01 0.01 0.00
C 1.6207 1.4716 -3.0641 0.00 -0.01 0.00
O 2.3135 0.7976 -3.8164 -0.01 0.01 0.00
N 1.0790 0.9594 -1.9287 0.01 0.00 0.00
C 1.2637 -0.4189 -1.5203 -0.01 0.00 0.01
C -0.0684 -1.1497 -1.4122 0.00 0.00 0.00
C 0.0780 -2.5447 -0.8418 0.00 0.00 0.01
O 0.9563 -3.2544 -1.6818 -0.01 0.00 0.01
C 0.3928 -2.5779 0.6821 0.00 0.00 -0.02
N -0.9684 -3.0638 0.9000 -0.02 0.00 0.03
C -1.8565 -2.9730 1.9139 0.01 -0.03 -0.01
O -3.0361 -3.2360 1.7440 0.00 0.00 0.00
C -1.2898 -2.4792 3.2495 -0.01 0.02 -0.01
N -0.0418 -3.1766 3.5224 -0.01 -0.01 0.00
C -0.2945 -4.5911 3.7585 0.01 0.00 -0.01
C 0.7640 -2.6182 4.5924 0.00 0.00 0.00
C -1.3072 -0.9230 3.2057 0.01 0.00 0.01
C -2.6983 -0.9659 3.8753 0.00 -0.01 -0.01
C -2.4126 -2.4159 4.3173 0.00 0.01 0.01
C -1.2805 -3.2213 -0.5155 0.01 0.00 0.00
C 1.1569 3.8014 -2.2744 0.01 -0.02 0.00
H 0.4324 7.7389 -0.5799 0.00 0.00 0.00
H 1.2873 7.7750 -2.1376 0.00 0.00 0.00
H -0.4639 7.4431 -2.0855 0.00 0.00 0.00
H 0.5300 6.6362 -4.0024 0.00 0.00 0.00
H 0.8149 5.0919 -5.8635 0.00 0.00 0.00
H 1.8855 1.6936 -5.5576 0.00 0.00 0.00
H 1.5203 2.9662 -6.6182 0.00 0.00 0.00
H 0.4187 1.5271 -1.4261 0.00 0.01 0.00
H 1.8980 -0.8928 -2.2642 0.00 0.00 0.00
H 1.7932 -0.4529 -0.5626 0.00 0.00 0.00
H -0.7546 -0.5921 -0.7650 0.00 0.00 0.00
H -0.5319 -1.2142 -2.3998 0.00 0.00 0.00
H 1.0590 -4.1514 -1.3474 0.00 0.00 0.00
H 1.1596 -3.3033 0.9616 0.00 0.00 0.00
H 0.6248 -1.6231 1.1554 0.00 0.00 0.00
H 0.6542 -5.1219 3.8422 0.00 0.00 0.00
H -0.8701 -4.7704 4.6791 0.00 0.00 0.00
H -0.8512 -5.0190 2.9238 0.00 0.00 0.00
H 1.6556 -3.2349 4.7088 0.00 0.00 0.00
H 1.0955 -1.6111 4.3471 0.00 0.00 0.00
H 0.2496 -2.5912 5.5651 0.00 0.00 0.00
H -0.5615 -0.4898 3.8691 0.00 0.00 0.00
H -1.2221 -0.4534 2.2245 0.00 0.00 0.00
H -2.8851 -0.2317 4.6563 0.00 0.00 0.00
H -3.5029 -0.9303 3.1442 0.00 0.00 0.00
H -3.2181 -3.1383 4.2171 0.00 0.00 0.00
H -1.9913 -2.4551 5.3228 0.00 0.00 0.00
H -2.1804 -2.6942 -0.8355 0.00 0.00 0.00
H -1.3432 -4.2654 -0.8339 0.00 0.00 0.00
H 1.2900 3.4725 -1.2512 0.00 -0.01 0.00
```
Positions in Å, forces in eV/Å.

ΔE to the lowest compared entry with this formula, charge and spin ... 269.90 kJ/mol
Total charge ... 0
SMILES string ... COc1ccc(N)c(C(=O)NCCC2(O)CN(C(=O)C3(N(C)C)CCC3)C2)c1
F_max ... 0.035 eV/Å

***

Entry 2:
Formula: C4H9N2O2
Source: the OMol25 dataset
Level of theory: ωB97M-V with the def2-TZVPD basis set

Structure (XYZ):
```
17
Properties=species:S:1:pos:R:3:forces:R:3
C -1.1217 -0.5592 0.1665 1.23 1.88 -0.71
C -0.8809 0.8152 0.8741 -0.79 -0.27 0.56
C -1.3917 2.0199 0.0922 0.19 0.02 -1.17
N -0.5384 2.5142 -1.0637 0.50 0.21 1.28
N 0.0371 -0.8985 -0.6903 -1.99 -1.29 1.83
C 1.1501 -1.4291 0.0661 1.60 -0.37 -1.34
O 0.9368 -2.1509 1.0570 -0.70 0.47 0.11
O 2.2615 -1.1744 -0.4747 -0.21 0.24 0.24
H -1.3976 -1.3110 0.9017 0.65 -0.28 -0.26
H -2.0174 -0.3320 -0.4180 -0.05 -0.47 -0.39
H -1.5030 0.7146 1.7731 0.02 0.50 0.16
H 0.1281 1.0798 1.2360 -0.08 -0.78 -0.28
H -2.2752 1.7764 -0.4996 -0.67 -0.16 0.91
H -1.5971 2.7983 0.8398 -0.01 0.25 -0.65
H 0.1654 1.8055 -1.2414 -0.03 -0.15 -0.14
H 0.0321 3.2903 -0.7350 -0.09 0.04 -0.03
H 0.2607 -0.1848 -1.3510 0.44 0.17 -0.12
```
Positions in Å, forces in eV/Å.

ΔE to the lowest compared entry with this formula, charge and spin ... 77.13 kJ/mol
Total charge ... -1
SMILES string ... NCCCNC(=O)[O-]
F_max ... 2.997 eV/Å

***

Entry 3:
Formula: C3H6O2
Source: the OMol25 dataset
Level of theory: ωB97M-V with the def2-TZVPD basis set

Structure (XYZ):
```
11
Properties=species:S:1:pos:R:3:forces:R:3
C 1.0099 0.4037 -0.1354 -0.22 0.41 -1.32
C -0.2249 -0.2744 -0.6994 -1.33 -0.13 1.25
C -1.0079 -0.9323 0.4640 1.56 -0.70 0.66
H -0.1135 1.8105 0.7201 0.17 -0.26 -0.32
H 1.7532 -0.3122 0.1726 0.21 -0.20 0.64
H 1.5068 1.0388 -0.8938 -0.24 -0.35 0.05
H -0.8869 0.5340 -1.0091 -0.13 -0.21 -0.70
H -0.1143 -1.0721 -1.4287 0.37 0.25 -0.44
H -0.3922 -1.7201 1.0643 -0.71 0.83 -0.77
O 0.5924 1.1906 0.9415 0.43 0.27 1.23
O -2.1229 -0.6665 0.8037 -0.10 0.07 -0.27
```
Positions in Å, forces in eV/Å.

ΔE to the lowest compared entry with this formula, charge and spin ... 135.13 kJ/mol
Total charge ... 0
SMILES string ... O=CCCO
F_max ... 1.832 eV/Å

***

Entry 4:
Formula: C29H53F6N2O5P
Source: the OMol25 dataset
Level of theory: ωB97M-V with the def2-TZVPD basis set

Structure (XYZ):
```
96
Properties=species:S:1:pos:R:3:forces:R:3
C 1.7198 -5.3974 1.0518 0.31 -0.24 0.36
C 3.0307 -4.6755 1.3506 -0.04 0.08 0.12
C 3.1324 -3.2127 0.9118 -0.37 -1.31 0.60
F 4.3105 -2.7320 1.4668 0.56 0.29 -0.02
C 3.0825 -2.8000 -0.5554 -0.64 1.32 0.36
C 4.2076 -3.4351 -1.3829 -0.50 -1.15 -0.15
F 4.1708 -2.9800 -2.6497 0.10 0.23 -0.39
F 5.3965 -3.1169 -0.8541 0.49 0.10 0.06
C 4.1686 -5.0084 -1.5043 0.17 -0.20 0.07
F 4.3039 -5.3748 -2.7899 0.00 0.07 -0.42
F 5.2309 -5.5268 -0.8484 0.26 -0.07 0.30
C 1.7148 -3.0138 -1.2540 -1.07 -0.78 -1.40
N 1.4581 -4.2715 -1.9207 1.06 -0.04 0.36
C 0.4316 -2.6041 -0.4813 -0.38 0.43 0.74
O 0.3629 -2.1771 0.6360 0.17 -0.49 -0.33
N -0.7965 -2.7374 -1.2819 0.17 0.26 0.06
C -1.2621 -1.4887 -1.7772 0.63 0.94 -3.92
O -1.1489 -1.1293 -2.9388 -0.51 -0.91 3.49
F -1.8271 -0.6843 -0.8636 0.13 -0.51 0.00
O 1.7159 -2.0658 -2.3270 -0.16 0.76 0.65
C 2.1234 -0.8594 -1.7410 -0.51 -0.68 -0.52
O 1.6774 0.1683 -2.1464 0.49 -0.15 0.11
C 3.1187 -1.2037 -0.6613 1.24 1.53 0.03
C 4.4543 -0.5937 -1.2373 -0.51 0.79 -0.11
C 4.5401 0.9274 -1.2777 0.70 0.74 -0.32
C 5.5630 1.4239 -2.3421 -0.10 -0.15 0.17
C 4.8219 1.7325 -3.6330 -0.04 0.08 0.05
C 6.7436 0.4822 -2.5596 -0.51 0.06 -0.64
P 2.7267 -0.2864 0.9915 -1.44 -1.15 1.14
C 1.8898 1.2852 0.5552 0.92 0.17 0.52
O 4.1654 0.1389 1.6860 -0.04 0.56 -0.89
H 0.8644 -4.7384 1.1349 -0.21 0.20 -0.18
H 1.7186 -5.9479 0.1223 -0.11 0.06 -0.35
H 1.5780 -6.1391 1.8285 -0.08 -0.25 0.12
H 3.9027 -5.2618 1.0929 0.16 -0.13 -0.36
H 3.0755 -4.6145 2.4321 0.15 0.21 0.28
H 2.3433 -2.7376 1.4713 -0.29 0.50 -0.31
H 3.2682 -5.4699 -1.1382 -0.15 0.10 0.22
H 1.2439 -4.1013 -2.8890 -0.25 0.01 -0.12
H 0.7625 -4.8398 -1.4746 -0.24 -0.04 -0.04
H -1.4953 -3.1592 -0.6813 -0.12 0.23 0.30
H 5.3136 -0.9532 -0.6963 0.13 -0.35 0.07
H 4.5270 -0.8807 -2.2766 0.26 -0.49 -0.07
H 4.8457 1.3774 -0.3398 -0.09 -0.30 0.40
H 3.6070 1.3960 -1.5518 -0.38 -0.12 0.05
H 5.9733 2.3651 -1.9886 -0.01 0.24 0.23
H 4.3427 0.8465 -4.0414 -0.01 -0.23 -0.15
H 4.0312 2.4417 -3.4164 -0.23 0.18 -0.02
H 5.4453 2.1880 -4.3963 0.25 -0.11 -0.14
H 7.1571 0.0784 -1.6453 0.22 0.04 0.23
H 7.5039 0.9874 -3.1419 0.36 0.15 0.07
H 6.4184 -0.3424 -3.1884 0.04 -0.36 0.02
H 1.5106 1.6372 1.5085 -0.10 -0.04 0.31
H 2.5627 2.0582 0.2048 -0.07 0.12 -0.45
H 1.0288 1.1266 -0.0774 0.01 -0.08 -0.32
H 4.8530 -0.4819 1.4282 0.19 -0.15 0.17
C -1.9481 2.0934 1.8202 0.06 0.12 -0.10
C -1.1562 3.3167 2.2758 -0.02 -0.17 0.05
C -1.3271 3.6243 3.7625 0.03 0.07 0.00
C -2.7561 3.9685 4.1859 -0.04 -0.04 -0.02
C -3.3761 5.1563 3.4512 0.04 0.07 0.10
C -2.6279 6.4666 3.6808 -0.07 -0.03 -0.10
H -3.0213 2.2319 1.9617 0.01 -0.01 0.01
H -1.7805 1.9011 0.7588 -0.02 -0.06 0.01
H -1.6427 1.2049 2.3775 -0.03 -0.02 0.01
H -1.4339 4.1829 1.6694 -0.01 0.02 0.03
H -0.0963 3.1380 2.0795 0.01 0.06 -0.01
H -0.6540 4.4421 4.0339 -0.03 0.02 0.02
H -0.9923 2.7601 4.3451 0.00 -0.02 -0.02
H -2.7591 4.1739 5.2610 -0.01 0.03 0.00
H -3.3987 3.0944 4.0493 0.02 -0.02 0.00
H -4.4074 5.2760 3.7930 -0.02 -0.02 -0.03
H -3.4333 4.9511 2.3788 0.00 -0.03 0.00
H -2.6034 6.7179 4.7430 0.04 0.00 0.01
H -3.1163 7.2867 3.1527 0.01 0.03 0.03
H -1.5997 6.4131 3.3206 0.01 0.00 0.02
C -5.2667 -1.5348 -0.1175 0.00 0.01 -0.13
C -5.1554 -0.3071 -1.0179 0.06 -0.07 0.09
C -5.3104 1.0113 -0.2621 0.00 0.03 -0.03
C -6.6686 1.2116 0.4128 -0.01 -0.06 0.03
C -7.8709 1.1424 -0.5278 0.01 0.14 0.00
C -7.8606 2.2265 -1.6019 -0.06 -0.12 -0.01
H -6.2440 -1.5978 0.3628 0.01 -0.02 0.03
H -5.1286 -2.4509 -0.6958 0.00 -0.02 0.03
H -4.5045 -1.5103 0.6651 -0.02 0.01 0.04
H -5.8883 -0.3766 -1.8262 -0.03 0.04 0.02
H -4.1758 -0.3148 -1.4980 -0.02 0.04 -0.06
H -5.1148 1.8374 -0.9510 -0.02 0.02 0.01
H -4.5308 1.0742 0.5040 0.00 -0.03 -0.02
H -6.6657 2.1840 0.9155 -0.02 0.01 -0.01
H -6.7966 0.4688 1.2053 0.02 0.00 0.00
H -8.7829 1.2445 0.0661 -0.01 -0.04 0.00
H -7.9254 0.1586 -1.0018 0.02 -0.02 0.02
H -7.8581 3.2201 -1.1494 0.03 0.01 -0.01
H -8.7446 2.1485 -2.2364 0.00 0.04 -0.01
H -6.9863 2.1458 -2.2491 0.01 0.02 0.00
```
Positions in Å, forces in eV/Å.

Total charge ... 0
SMILES string ... CC[C@@H](F)[C@]1(C(F)(F)C(F)F)[C@](CCC(C)C)(P(C)O)C(=O)O[C@]1(N)C(=O)NC(=O)F.CCCCCC.CCCCCC
F_max ... 4.076 eV/Å

***

Calculated LUMO level, 0.47, 3.74, 0.93, -0.23 eV (same order as the records).
Calculated Kohn-Sham gap, 0.2963, 0.2799, 0.3933, 0.2853 Eh (same order as the records).